# 1
15 unconnected molecules or ions with the total composition C32H99N5O15 in a non-equilibrium geometry. Source: OMol25; level of theory: the ωB97M-V functional and the def2-TZVPD basis.

ORCA input file:
```
! RIJCOSX wB97M-V def2-TZVPD def2/J DEFGRID3
* xyz 0 1
O 1.22 -3.84 -4.96
H 1.11 -3.35 -4.14
H 1.48 -3.17 -5.59
O 4.59 3.45 -2.87
H 4.25 3.22 -3.73
H 4.76 4.39 -2.91
O 0.12 5.54 -6.48
H -0.55 5.87 -7.08
H 0.51 4.79 -6.95
O 3.71 2.42 -7.54
H 2.96 1.93 -7.20
H 4.45 1.82 -7.45
C 1.41 6.74 3.58
C 0.27 7.40 4.34
C 0.04 8.88 3.85
O -0.71 9.57 4.84
C -0.31 10.96 5.03
N -1.01 6.77 4.15
H 1.34 5.65 3.63
H 2.38 7.09 3.92
H 1.37 7.03 2.52
H 0.47 7.31 5.41
H -0.40 8.96 2.85
H 1.01 9.36 3.88
H 0.67 11.13 5.47
H -1.07 11.53 5.56
H -0.12 11.43 4.06
H -1.63 7.54 4.34
H -1.10 6.69 3.15
C -1.17 2.10 -1.92
C -0.54 0.78 -2.30
C -0.39 -0.13 -1.15
O -0.02 -1.39 -1.66
C 0.33 -2.33 -0.63
N -1.66 0.29 -3.14
H -0.62 2.64 -1.15
H -2.15 2.00 -1.45
H -1.28 2.79 -2.75
H 0.33 1.00 -2.92
H -1.33 -0.29 -0.63
H 0.39 0.28 -0.51
H 1.05 -2.98 -1.13
H -0.55 -2.83 -0.23
H 0.91 -1.75 0.08
H -1.44 -0.69 -3.22
H -2.54 0.30 -2.63
C -6.89 0.28 -6.02
C -6.76 1.65 -5.32
C -7.03 1.44 -3.83
O -6.19 0.41 -3.18
C -6.52 0.26 -1.79
N -5.52 2.26 -5.71
H -7.77 -0.21 -5.62
H -5.99 -0.30 -5.81
H -6.85 0.38 -7.11
H -7.53 2.23 -5.83
H -8.10 1.22 -3.76
H -6.88 2.36 -3.26
H -6.30 1.08 -1.11
H -6.03 -0.69 -1.58
H -7.59 0.07 -1.65
H -4.82 1.64 -5.33
H -5.40 3.18 -5.31
C 5.56 -5.02 5.15
C 6.89 -5.78 5.35
C 7.43 -6.42 4.06
O 8.60 -7.21 4.41
C 9.03 -7.92 3.29
N 7.82 -4.90 6.07
H 4.78 -5.77 5.02
H 5.47 -4.40 4.26
H 5.16 -4.43 5.97
H 6.76 -6.70 5.93
H 7.61 -5.65 3.31
H 6.62 -7.03 3.67
H 9.91 -8.52 3.51
H 9.35 -7.31 2.45
H 8.25 -8.60 2.96
H 8.60 -5.50 6.29
H 8.24 -4.31 5.37
C -1.35 -0.76 5.41
C -1.77 0.41 6.36
C -0.52 0.94 7.09
O -0.75 1.54 8.33
C -1.05 2.94 8.16
N -2.44 1.43 5.56
H -0.50 -0.47 4.78
H -2.15 -1.20 4.81
H -1.02 -1.58 6.05
H -2.38 0.04 7.19
H 0.07 1.58 6.44
H 0.11 0.07 7.24
H -2.07 3.07 7.82
H -0.33 3.55 7.61
H -0.98 3.34 9.17
H -1.94 1.57 4.70
H -2.27 2.34 5.97
C 0.92 -9.25 4.58
C 0.12 -7.98 5.02
O 0.15 -7.02 3.99
H 0.85 -9.99 5.38
H 1.96 -9.01 4.37
H 0.47 -9.64 3.67
H 0.43 -7.51 5.95
H -0.90 -8.30 5.24
H -0.35 -7.42 3.27
C 6.28 0.02 1.49
C 7.66 0.57 0.98
O 7.48 0.67 -0.39
H 6.01 -0.83 0.87
H 5.55 0.83 1.44
H 6.14 -0.29 2.52
H 8.58 0.00 1.11
H 7.83 1.56 1.41
H 6.84 1.35 -0.59
C 0.58 11.57 -4.41
C 1.08 10.49 -3.44
O 0.15 9.42 -3.21
H 1.40 12.01 -4.98
H 0.12 12.36 -3.82
H -0.05 11.22 -5.22
H 1.22 11.03 -2.50
H 2.02 10.13 -3.84
H 0.30 8.65 -3.75
C -4.76 -4.64 -4.52
C -3.81 -5.68 -4.98
O -2.76 -5.83 -4.00
H -4.17 -3.72 -4.49
H -5.35 -4.85 -3.63
H -5.65 -4.57 -5.15
H -3.36 -5.60 -5.97
H -4.31 -6.65 -5.07
H -2.01 -5.50 -4.49
C -1.37 -2.22 -8.82
C -0.91 -0.75 -8.93
O -0.24 -0.34 -7.74
H -1.74 -2.62 -9.76
H -2.21 -2.45 -8.17
H -0.54 -2.86 -8.52
H -1.70 -0.03 -9.17
H -0.25 -0.72 -9.80
H -0.92 -0.27 -7.07
C -5.06 -7.16 2.01
C -4.30 -6.60 0.81
O -3.02 -7.28 0.80
H -6.07 -6.76 2.14
H -4.51 -6.95 2.92
H -5.20 -8.22 1.82
H -4.04 -5.57 1.03
H -4.80 -6.84 -0.13
H -2.85 -7.46 -0.13
*
```

Values from the calculation:
LUMO = 0.039 eV
HOMO-LUMO gap = 9.0 eV
Relative energy (zero: lowest compared OMol25 entry of this formula, charge and spin) = 0.199 eV

# 2
2 unconnected molecules or ions with the total composition C14H16 in a non-equilibrium geometry. Source: OMol25; level of theory: the ωB97M-V functional and the def2-TZVPD basis.

ORCA input file:
```
! RIJCOSX wB97M-V def2-TZVPD def2/J DEFGRID3
* xyz 1 2
C -1.73 0.14 0.23
C -1.19 0.27 -3.98
C -1.11 1.43 -3.27
C -1.30 -1.02 -3.31
C -1.37 1.43 -1.94
C -1.44 -1.01 -1.93
C -1.45 0.21 -1.20
H -0.99 0.07 -5.03
H -0.86 2.29 -3.85
H -1.48 -1.90 -3.90
H -1.61 2.33 -1.39
H -1.48 -2.01 -1.51
H -1.19 -0.66 0.72
H -2.82 0.18 0.49
H -1.80 1.14 0.72
C 0.25 1.67 2.08
C 2.28 -1.19 0.63
C 1.56 -0.02 0.75
C 2.56 -1.98 1.76
C 1.06 0.41 2.02
C 2.07 -1.52 2.98
C 1.30 -0.38 3.11
H 2.67 -1.62 -0.26
H 1.26 0.67 0.00
H 3.24 -2.83 1.77
H 2.36 -2.03 3.90
H -0.17 1.69 1.08
H 0.74 2.65 2.25
H 1.12 -0.03 4.13
H -0.46 1.60 2.91
*
```

Values from the calculation:
LUMO (alpha / beta) = -4.218 / -8.110 eV
HOMO-LUMO gap (alpha / beta) = 7.5 / 3.6 eV
Relative energy (zero: lowest compared OMol25 entry of this formula, charge and spin) = 1.634 eV

# 3
A single C5H8O molecule in a non-equilibrium geometry. Source: OMol25; level of theory: the ωB97M-V functional and the def2-TZVPD basis.

ORCA input file:
```
! RIJCOSX wB97M-V def2-TZVPD def2/J DEFGRID3
* xyz 0 1
C -1.87 0.19 1.13
C -0.69 0.08 0.29
C -0.46 -0.36 -0.93
C 1.06 -0.06 -1.23
C 1.67 0.21 0.27
O 0.46 0.50 1.01
H -2.15 -0.92 1.30
H -2.82 0.64 0.61
H -1.54 0.70 2.05
H -1.11 -0.81 -1.71
H 1.16 0.77 -1.96
H 1.70 -0.97 -1.80
H 2.59 0.91 0.34
H 2.01 -0.88 0.64
*
```

Values from the calculation:
LUMO = 1.100 eV
HOMO-LUMO gap = 9.5 eV
Relative energy (zero: lowest compared OMol25 entry of this formula, charge and spin) = 2.312 eV

# 4
A single C4H8O3 molecule. Source: OMol25; level of theory: the ωB97M-V functional and the def2-TZVPD basis.

ORCA input file:
```
! RIJCOSX wB97M-V def2-TZVPD def2/J DEFGRID3
* xyz 0 1
C 2.49 -0.07 0.58
O 1.19 0.39 0.21
C 0.28 -0.56 -0.08
O 0.55 -1.66 -0.50
C -1.12 -0.05 0.24
C -1.59 1.00 -0.76
O -2.03 -1.12 0.41
H 2.40 -0.73 1.45
H 3.06 0.83 0.85
H 3.00 -0.61 -0.21
H -1.02 0.43 1.21
H -0.84 1.78 -0.89
H -2.51 1.46 -0.38
H -1.81 0.56 -1.74
H -2.05 -1.65 -0.39
*
```

Values from the calculation:
LUMO = 0.859 eV
HOMO-LUMO gap = 11.2 eV
Relative energy (zero: lowest compared OMol25 entry of this formula, charge and spin) = 0.960 eV

# 5
A molecular structure, C15H14Cl3N6O4RuS. Source: OMol25; level of theory: the ωB97M-V functional and the def2-TZVPD basis.

ORCA input file:
```
! RIJCOSX wB97M-V def2-TZVPD def2/J DEFGRID3
* xyz 1 1
Ru 0.39 0.56 -0.02
C -2.16 1.04 3.48
C -1.56 0.69 2.17
N -0.36 1.08 1.86
N 0.27 1.87 2.75
C 1.46 2.26 2.37
N 2.15 3.06 3.19
S 2.20 1.78 0.88
C -2.28 -0.02 1.11
C -3.55 -0.57 1.27
C -4.15 -1.19 0.19
C -3.48 -1.27 -1.01
C -2.22 -0.71 -1.11
N -1.65 -0.09 -0.08
H -1.40 0.98 4.26
H -2.99 0.39 3.73
H -2.52 2.07 3.46
H 1.74 3.36 4.05
H 3.06 3.40 2.92
H -4.05 -0.50 2.22
H -5.14 -1.62 0.30
H -3.92 -1.75 -1.88
H -1.66 -0.74 -2.03
Cl -2.03 1.77 -3.96
C -0.68 2.65 -3.22
Cl 0.70 2.71 -4.30
Cl -1.19 4.26 -2.76
C -0.25 1.85 -1.99
O 0.07 0.63 -2.11
O -0.20 2.36 -0.84
C 1.81 -3.97 -0.33
N 2.28 -2.66 -0.79
C 3.35 -2.50 -1.66
C 3.75 -1.30 -2.11
C 3.07 -0.07 -1.71
O 3.28 1.05 -2.11
N 2.05 -0.34 -0.78
C 1.66 -1.54 -0.39
O 0.65 -1.48 0.38
H 2.58 -4.70 -0.53
H 0.90 -4.26 -0.85
H 1.61 -3.93 0.74
H 3.84 -3.42 -1.96
H 4.58 -1.22 -2.79
*
```

Values from the calculation:
LUMO = -4.455 eV
HOMO-LUMO gap = 6.9 eV
Relative energy (zero: lowest compared OMol25 entry of this formula, charge and spin) = 0.066 eV

# 6
A single C4H7NO2 molecule. Source: OMol25; level of theory: the ωB97M-V functional and the def2-TZVPD basis.

ORCA input file:
```
! RIJCOSX wB97M-V def2-TZVPD def2/J DEFGRID3
* xyz 0 1
C 2.20 0.47 1.18
N 1.54 -0.03 0.23
O 0.71 0.85 -0.45
C -0.08 0.16 -1.40
C -1.26 -0.60 -0.81
C -1.54 -0.34 0.64
O -1.91 -1.36 -1.49
H 2.18 1.51 1.47
H 2.86 -0.21 1.70
H -0.46 0.93 -2.08
H 0.54 -0.54 -1.98
H -0.73 -0.77 1.23
H -2.48 -0.80 0.93
H -1.56 0.73 0.83
*
```

Values from the calculation:
LUMO = 0.946 eV
HOMO-LUMO gap = 10.5 eV
Relative energy (zero: lowest compared OMol25 entry of this formula, charge and spin) = 2.988 eV

# 7
2 unconnected molecules or ions with the total composition C2H4N6O5 in a non-equilibrium geometry. Source: OMol25; level of theory: the ωB97M-V functional and the def2-TZVPD basis.

ORCA input file:
```
! RIJCOSX wB97M-V def2-TZVPD def2/J DEFGRID3
* xyz 0 1
N -0.94 0.86 -1.58
N -0.15 -0.28 -1.12
N -1.00 -1.37 -0.71
N -0.64 -1.51 0.66
O -1.20 -2.39 1.21
N 0.26 -0.79 1.05
C 0.67 0.01 -0.03
N 2.15 -0.28 -0.40
O 2.33 -1.27 -1.09
O 2.99 0.44 0.13
H -0.88 0.94 -2.65
H -1.82 0.80 -1.22
H -1.45 -2.07 -1.35
H 0.70 1.10 0.22
O 0.58 2.55 2.47
C -0.34 1.94 2.30
O -1.28 1.31 2.10
*
```

Values from the calculation:
LUMO = -0.023 eV
HOMO-LUMO gap = 9.8 eV
Relative energy (zero: lowest compared OMol25 entry of this formula, charge and spin) = 0.000 eV

# 8
4 unconnected molecules or ions with the total composition C12H36BrN3O3 in a non-equilibrium geometry. Source: OMol25; level of theory: the ωB97M-V functional and the def2-TZVPD basis.

ORCA input file:
```
! RIJCOSX wB97M-V def2-TZVPD def2/J DEFGRID3
* xyz 2 1
C 8.18 -1.95 -0.30
C 6.73 -1.49 0.21
C 6.63 -0.08 -0.19
O 6.50 0.11 -1.64
C 6.93 1.43 -2.07
N 5.58 -2.41 -0.49
H 5.74 -3.36 -0.18
H 4.64 -2.14 -0.23
H 5.69 -2.36 -1.49
H 8.32 -3.02 -0.19
H 8.98 -1.53 0.31
H 8.33 -1.68 -1.35
H 6.54 -1.71 1.25
H 7.37 0.60 0.22
H 5.69 0.18 0.31
H 6.90 1.32 -3.15
H 7.98 1.66 -1.86
H 6.25 2.27 -1.93
C 1.60 4.02 2.85
C 0.56 4.70 1.98
C 0.96 4.46 0.47
O 0.12 4.96 -0.57
C 0.78 4.94 -1.81
N -0.80 4.08 2.31
H -0.95 3.97 3.31
H -1.50 4.66 1.88
H -0.96 3.19 1.87
H 2.54 4.56 2.77
H 1.74 2.99 2.52
H 1.38 4.00 3.92
H 0.53 5.78 2.14
H 1.19 3.41 0.30
H 1.98 4.83 0.35
H 1.44 4.09 -2.00
H 1.48 5.76 -1.96
H 0.03 4.97 -2.60
C -6.09 -1.99 -1.23
C -6.72 -2.97 -0.17
C -8.12 -3.42 -0.56
O -8.64 -4.05 0.57
C -9.94 -4.63 0.25
N -5.89 -4.23 -0.03
H -5.95 -4.66 -0.94
H -4.92 -4.06 0.21
H -6.34 -4.79 0.68
H -6.49 -1.00 -1.02
H -6.24 -2.27 -2.27
H -5.01 -2.00 -1.12
H -6.61 -2.43 0.77
H -7.95 -4.08 -1.41
H -8.76 -2.62 -0.94
H -10.73 -3.88 0.27
H -10.30 -5.27 1.06
H -10.11 -5.28 -0.60
Br -0.29 -1.56 1.51
*
```

Values from the calculation:
LUMO = -4.090 eV
HOMO-LUMO gap = 6.0 eV
Relative energy (zero: lowest compared OMol25 entry of this formula, charge and spin) = 3.791 eV

# 9
2 unconnected molecules or ions with the total composition C3H11NO in a non-equilibrium geometry. Source: OMol25; level of theory: the ωB97M-V functional and the def2-TZVPD basis.

ORCA input file:
```
! RIJCOSX wB97M-V def2-TZVPD def2/J DEFGRID3
* xyz -1 2
C -1.86 0.57 0.52
N -0.14 -0.25 -2.56
H -2.31 0.95 -0.40
H -2.04 1.39 1.22
H -2.30 -0.42 0.71
H 0.34 -0.23 -1.67
H 0.12 0.60 -3.04
H 0.00 -1.09 -3.09
C 0.30 -0.28 1.24
O -0.50 0.38 0.28
C 1.76 -0.11 0.82
H 0.11 0.07 2.26
H 0.09 -1.35 1.25
H 2.35 -0.27 1.74
H 2.07 -0.88 0.11
H 2.02 0.93 0.62
*
```

Values from the calculation:
LUMO (alpha / beta) = 4.202 / 4.219 eV
HOMO-LUMO gap (alpha / beta) = 2.7 / 10.1 eV
Relative energy (zero: lowest compared OMol25 entry of this formula, charge and spin) = 1.004 eV

# 10
4 unconnected molecules or ions with the total composition C18H49N4O4P in a non-equilibrium geometry. Source: OMol25; level of theory: the ωB97M-V functional and the def2-TZVPD basis.

ORCA input file:
```
! RIJCOSX wB97M-V def2-TZVPD def2/J DEFGRID3
* xyz 0 1
C -2.59 3.76 -0.93
O -1.37 4.21 -1.48
C -1.42 4.64 -2.82
C -1.82 6.11 -3.00
C -3.31 6.37 -2.78
N -1.05 7.02 -2.16
H -3.20 3.25 -1.68
H -3.18 4.57 -0.49
H -2.34 3.05 -0.14
H -0.40 4.52 -3.21
H -2.08 3.99 -3.40
H -1.58 6.36 -4.04
H -3.56 6.35 -1.72
H -3.57 7.37 -3.15
H -3.92 5.64 -3.30
H -0.06 6.95 -2.38
H -1.12 6.72 -1.19
C 4.21 -3.76 1.69
O 4.58 -4.21 0.40
C 3.76 -5.23 -0.15
C 2.53 -4.71 -0.92
C 1.40 -4.21 -0.02
N 2.85 -3.68 -1.90
H 3.92 -4.59 2.34
H 3.38 -3.05 1.64
H 5.07 -3.25 2.11
H 4.40 -5.76 -0.86
H 3.46 -5.93 0.63
H 2.15 -5.58 -1.48
H 1.64 -3.23 0.39
H 0.49 -4.11 -0.61
H 1.21 -4.90 0.80
H 3.50 -4.04 -2.59
H 3.34 -2.91 -1.44
C -3.13 1.72 3.90
O -4.28 1.05 3.43
C -4.07 0.13 2.38
C -3.67 -1.28 2.83
C -2.23 -1.38 3.32
N -4.56 -1.83 3.85
H -2.44 1.93 3.08
H -2.60 1.14 4.67
H -3.46 2.66 4.34
H -5.03 0.07 1.85
H -3.33 0.53 1.68
H -3.76 -1.91 1.94
H -2.11 -0.97 4.32
H -1.93 -2.43 3.36
H -1.55 -0.86 2.64
H -5.51 -1.90 3.49
H -4.61 -1.18 4.63
C 5.49 -1.19 -0.37
O 4.19 -1.22 -0.93
C 3.79 -0.14 -1.76
C 2.45 0.40 -1.28
C 1.35 -0.65 -1.47
P -0.36 0.03 -1.43
C -0.28 1.11 0.07
C -1.33 -1.39 -0.69
N -0.71 -2.35 0.22
H 5.84 -2.22 -0.33
H 5.47 -0.79 0.65
H 6.19 -0.60 -0.96
H 4.56 0.64 -1.77
H 3.68 -0.53 -2.78
H 2.22 1.31 -1.83
H 2.55 0.66 -0.23
H 1.49 -1.12 -2.45
H 1.47 -1.45 -0.73
H -1.28 1.10 0.52
H 0.42 0.76 0.84
H -0.05 2.13 -0.21
H -1.80 -1.94 -1.50
H -2.14 -0.90 -0.15
H -0.11 -3.00 -0.26
H -0.17 -1.88 0.94
*
```

Values from the calculation:
LUMO = 0.679 eV
HOMO-LUMO gap = 8.7 eV

# 11
A molecular structure, C2H3MnO in a non-equilibrium geometry. Source: OMol25; level of theory: the ωB97M-V functional and the def2-TZVPD basis.

ORCA input file:
```
! RIJCOSX wB97M-V def2-TZVPD def2/J DEFGRID3
* xyz 1 6
H -0.73 0.26 -1.13
O 1.25 -0.49 -0.12
C -0.03 -0.71 -0.26
C -0.94 0.28 0.22
H -1.97 -0.07 0.31
H -0.58 1.03 0.95
Mn 3.00 -0.31 0.03
*
```

Values from the calculation:
LUMO (alpha / beta) = -6.468 / -6.605 eV
HOMO-LUMO gap (alpha / beta) = 6.6 / 5.2 eV
Relative energy (zero: lowest compared OMol25 entry of this formula, charge and spin) = 0.920 eV

> Which formula does entry 2 have?

C14H16